No. 1
{"formula": "C10H11NO3", "method": "ωB97M-V/def2-TZVPD", "elements": ["C", "C", "O", "N", "C", "C", "C", "C", "C", "C", "H", "H", "H", "H", "H", "C", "C", "O", "O", "H", "H", "H", "H", "H", "H"], "positions_angstrom": [[-0.5198, -2.4927, -0.2052], [-1.3576, -1.2443, -0.3003], [-2.5710, -1.2708, -0.3948], [-0.7069, -0.0487, -0.3365], [0.6679, 0.1616, -0.1013], [1.2770, -0.3234, 1.0511], [2.6231, -0.0934, 1.2696], [3.3674, 0.6292, 0.3520], [2.7584, 1.1289, -0.7869], [1.4141, 0.8988, -1.0159], [0.9391, 1.2824, -1.9066], [3.3325, 1.6983, -1.5026], [4.4172, 0.8089, 0.5273], [3.0901, -0.4712, 2.1668], [0.6872, -0.8587, 1.7781], [-1.5675, 1.1033, -0.5417], [-2.7396, 1.0162, 0.4343], [-2.6272, 0.7705, 1.6038], [-3.8889, 1.3512, -0.1482], [-4.6251, 1.2442, 0.4741], [-1.9689, 1.1242, -1.5596], [-1.0028, 2.0141, -0.3369], [-0.4585, -2.8081, 0.8343], [0.4826, -2.3399, -0.5941], [-1.0228, -3.2806, -0.7608]], "atomic_forces_ev_per_a": [[-0.13, -0.06, -0.04], [0.21, -0.44, -0.14], [-0.08, -0.22, -0.15], [-0.23, 0.54, -0.06], [0.44, 0.00, 0.10], [-0.10, 0.09, -0.10], [0.07, -0.04, 0.00], [0.07, 0.01, 0.02], [0.03, 0.06, 0.00], [-0.08, -0.11, 0.07], [-0.06, 0.01, -0.10], [0.04, 0.04, -0.06], [0.09, 0.02, 0.02], [0.03, -0.03, 0.08], [-0.08, -0.04, 0.08], [-0.39, -0.17, -0.01], [0.20, 0.24, 0.38], [0.06, 0.00, 0.06], [-0.49, 0.19, -0.45], [0.30, 0.00, 0.11], [0.10, 0.05, 0.12], [-0.08, -0.08, -0.02], [0.06, -0.03, 0.07], [0.06, -0.08, 0.03], [-0.04, 0.04, 0.00]], "mulliken_charge": [-1.318, 0.831, -0.614, 0.261, -0.403, 0.213, -0.779, -0.386, -0.675, -0.120, 0.447, 0.371, 0.392, 0.368, 0.482, -0.550, 0.454, -0.586, -0.459, 0.365, 0.301, 0.396, 0.277, 0.363, 0.369], "homo_ha": -0.333, "de_lowest_kj_mol": 0.0, "energy_ha": -668.17153, "total_charge": 0}

No. 2
{"formula": "C5H8N2O2", "method": "ωB97M-V/def2-TZVPD", "elements": ["C", "C", "C", "C", "N", "C", "O", "N", "O", "H", "H", "H", "H", "H", "H", "H", "H"], "positions_angstrom": [[1.3201, 1.5656, -0.0837], [-0.8938, -1.6296, 0.3054], [0.2795, 0.4745, -0.0595], [0.5251, -0.9684, -0.2080], [-1.4928, 1.9255, 0.0247], [1.7025, -1.5890, -0.0700], [-1.9542, -1.4733, -0.5228], [-0.9901, 0.6707, 0.2286], [-0.8799, -2.6142, 1.0306], [-2.5251, -2.2472, -0.3689], [-2.1465, 2.1292, 0.7827], [-2.0762, 1.9236, -0.8148], [2.3106, 1.1962, -0.3463], [1.4042, 2.0149, 0.9102], [1.0296, 2.3427, -0.7954], [1.7404, -2.6233, 0.2660], [2.6465, -1.0979, -0.2788]], "atomic_forces_ev_per_a": [[-0.08, -0.10, -0.63], [1.89, -3.32, -1.93], [-1.74, 0.99, -0.10], [-1.68, 0.31, 3.35], [-0.51, 2.54, 0.70], [-0.72, -0.29, -0.27], [-0.13, 0.07, -0.21], [2.56, -1.77, -0.84], [0.17, 1.76, 0.20], [0.23, 0.17, 0.11], [0.12, -0.09, -0.21], [0.29, -0.29, 0.15], [-0.09, -0.10, -0.11], [-0.22, -0.04, -0.12], [0.12, -0.03, 0.20], [-0.07, 0.08, -0.38], [-0.14, 0.12, 0.10]], "mulliken_charge": [-1.089, 0.822, 0.657, 0.175, -0.794, -0.860, -0.428, -0.161, -0.603, 0.327, 0.246, 0.225, 0.333, 0.278, 0.334, 0.291, 0.245], "homo_ha": [-0.309, -0.309], "de_lowest_kj_mol": 384.3, "energy_ha": -455.21212, "total_charge": 0}

No. 3
{"formula": "C10H10N2O", "method": "ωB97M-V/def2-TZVPD", "elements": ["C", "C", "C", "C", "C", "C", "C", "C", "C", "C", "N", "N", "O", "H", "H", "H", "H", "H", "H", "H", "H", "H", "H"], "positions_angstrom": [[-2.9615, -0.0022, 0.3291], [-2.4440, -1.3265, 0.3034], [-2.2023, 1.1248, 0.0112], [-1.0664, -1.5927, 0.0052], [-0.8534, 0.9384, -0.2079], [-0.3073, -0.4177, -0.1195], [2.4496, 0.8953, 0.8245], [2.0469, -1.1948, 0.1636], [1.4585, 0.9891, -0.0927], [0.2447, 1.9812, -0.3669], [2.7429, -0.4438, 0.9776], [1.1354, -0.3941, -0.5127], [1.2377, -0.6548, -1.9240], [-3.9160, 0.2183, 0.6575], [-3.2511, -2.0349, 0.2107], [-2.7627, 2.0276, 0.1952], [-0.6440, -2.5250, -0.1938], [2.7777, 1.5356, 1.6519], [1.9641, -2.2433, -0.1415], [0.1056, 2.1384, -1.5114], [0.4142, 2.9557, 0.0399], [3.2985, -0.6832, 1.7958], [0.5330, -1.2913, -2.0951]], "atomic_forces_ev_per_a": [[2.96, -0.97, -0.40], [0.37, 0.87, -1.47], [-0.08, -1.04, 1.02], [-1.87, 3.07, 0.53], [0.80, -0.72, 1.95], [-1.59, 1.31, -0.03], [-1.90, 1.25, 0.03], [0.62, -1.27, 1.50], [-0.69, 2.54, 0.27], [1.41, -2.87, -3.70], [-0.56, -2.01, -0.74], [-1.22, 1.74, -1.69], [1.06, 0.62, 0.45], [-2.11, -0.24, 0.32], [0.45, -0.91, 0.63], [0.69, 0.72, -0.60], [0.28, -1.65, 0.05], [-0.01, 0.26, -0.96], [0.97, 0.07, 0.92], [1.06, 0.18, 1.54], [-0.63, 0.27, 0.99], [0.50, -0.95, -0.38], [-0.52, -0.28, -0.24]], "mulliken_charge": [-0.442, -0.805, -0.618, -0.558, 0.320, 0.321, -0.367, -0.006, 0.128, -0.663, 0.054, 0.795, -0.402, 0.488, 0.410, 0.413, 0.478, 0.406, 0.417, 0.311, 0.551, 0.326, 0.445], "homo_ha": -0.629, "de_lowest_kj_mol": 339.2, "energy_ha": -570.96748, "total_charge": 2}

No. 4
{"formula": "C41H57As3FeN9O3Se", "method": "ωB97M-V/def2-TZVPD", "elements": ["Fe", "C", "O", "C", "C", "C", "C", "C", "C", "N", "C", "N", "C", "C", "C", "C", "C", "C", "O", "C", "N", "C", "C", "C", "C", "C", "C", "O", "C", "H", "H", "H", "H", "H", "H", "H", "H", "H", "H", "H", "H", "H", "H", "H", "H", "H", "H", "H", "H", "H", "H", "C", "As", "C", "C", "C", "C", "C", "As", "C", "C", "C", "As", "C", "C", "H", "H", "H", "H", "H", "H", "H", "H", "H", "H", "H", "H", "H", "H", "H", "H", "H", "H", "H", "H", "H", "H", "H", "H", "H", "H", "H", "N", "C", "N", "C", "N", "N", "C", "C", "N", "C", "C", "N", "C", "C", "Se", "H", "H", "H", "H", "H", "H", "H", "H"], "positions_angstrom": [[0.0225, -0.1110, -0.7377], [1.1205, -3.2477, 4.4834], [1.1770, -3.5475, 3.0956], [1.2605, -4.8591, 2.7590], [1.4989, -5.8550, 3.6962], [1.6929, -7.1736, 3.3119], [1.6486, -7.5044, 1.9708], [1.3779, -6.5243, 1.0330], [1.1514, -5.1967, 1.3935], [0.9186, -4.2905, 0.3458], [0.1514, -3.1345, 0.2353], [-0.8507, -2.9928, 1.1059], [-1.9465, -2.1329, 1.2287], [-2.5323, -1.3366, 0.1795], [-3.6594, -0.5106, 0.5111], [-4.1901, -0.5047, 1.7643], [-3.6602, -1.3444, 2.7695], [-2.5634, -2.1372, 2.4770], [-1.9986, -2.9647, 3.4389], [-2.8616, -3.9892, 3.9102], [0.4435, -2.2906, -0.7360], [1.0543, -2.8003, -1.8974], [2.3292, -2.4190, -2.2993], [2.8710, -2.8605, -3.4986], [2.1285, -3.6848, -4.3249], [0.8562, -4.0894, -3.9393], [0.3244, -3.6760, -2.7266], [-0.8827, -4.0731, -2.2505], [-1.8476, -4.4899, -3.1970], [1.0111, -2.1722, 4.5565], [2.0379, -3.5530, 4.9959], [0.2589, -3.7268, 4.9522], [1.5596, -5.5999, 4.7446], [1.8976, -7.9228, 4.0643], [1.8123, -8.5246, 1.6506], [1.3401, -6.7802, -0.0196], [1.3025, -4.5818, -0.5393], [-0.7490, -3.5362, 1.9531], [-4.0827, 0.1050, -0.2724], [-5.0427, 0.1213, 1.9948], [-4.1011, -1.3669, 3.7566], [-2.3561, -4.4738, 4.7445], [-3.0530, -4.7309, 3.1283], [-3.8131, -3.5861, 4.2599], [2.8985, -1.7540, -1.6663], [3.8670, -2.5509, -3.7871], [2.5300, -4.0214, -5.2717], [0.2856, -4.7343, -4.5938], [-2.8068, -4.4709, -2.6855], [-1.6532, -5.5048, -3.5570], [-1.8834, -3.8001, -4.0429], [-1.2826, 3.5671, 2.6854], [-2.2358, 3.0789, 1.0327], [-3.8927, 4.0218, 1.5661], [-1.3867, 4.5351, -0.0193], [-1.7374, 4.6290, -1.5094], [-3.2506, 4.4251, -1.6781], [-0.9676, 3.6223, -2.3839], [-1.2183, 1.6463, -2.2784], [-2.9316, 1.4395, -3.2085], [-0.1133, 1.3038, -3.8668], [-1.4321, 6.0463, -2.0304], [0.3602, 6.8950, -2.1969], [1.0313, 5.9795, -3.8096], [1.5123, 5.9485, -0.9086], [-1.4723, 4.6111, 2.9388], [-0.2070, 3.4262, 2.5783], [-1.6286, 2.9390, 3.5070], [-3.7118, 5.0893, 1.7047], [-4.2251, 3.5963, 2.5137], [-4.6878, 3.8851, 0.8346], [-0.3086, 4.3977, 0.1001], [-1.6475, 5.4778, 0.4733], [-3.5415, 3.4369, -1.3177], [-3.5435, 4.5119, -2.7267], [-3.8048, 5.1739, -1.1088], [0.1063, 3.7444, -2.2127], [-1.1581, 3.8789, -3.4310], [-3.0717, 2.2585, -3.9136], [-3.7700, 1.4107, -2.5153], [-2.8973, 0.4931, -3.7418], [-0.4473, 1.8957, -4.7198], [-0.1949, 0.2440, -4.1093], [0.9327, 1.5333, -3.6587], [-2.0104, 6.7565, -1.4321], [-1.8290, 6.1331, -3.0492], [0.3151, 6.0982, -4.6228], [1.2153, 4.9176, -3.6490], [1.9649, 6.4508, -4.1171], [1.1980, 6.1567, 0.1130], [2.5283, 6.3249, -1.0350], [1.5148, 4.8722, -1.0816], [-0.0308, 0.3233, 1.2307], [0.5745, 0.5733, 2.2021], [1.2250, 0.7880, 3.2665], [1.9170, 1.8402, 3.6174], [2.5745, 2.7307, 3.9642], [-1.7813, -1.2126, -2.2628], [-2.1079, -1.3355, -1.1352], [3.2403, -1.3597, 1.0017], [3.7924, -0.0211, 1.0549], [4.7645, 0.3926, 1.9372], [5.0064, 1.6938, 1.6916], [4.1797, 2.0714, 0.6597], [4.1222, 3.3776, 0.0399], [3.4339, 1.0160, 0.2694], [2.2782, 1.0463, -1.1859], [3.0498, -1.7241, 2.0084], [3.9301, -2.0409, 0.5013], [2.2990, -1.3435, 0.4597], [5.1995, -0.2688, 2.6640], [5.6572, 2.3889, 2.1890], [4.7706, 4.0590, 0.5835], [3.1000, 3.7494, 0.0600], [4.4377, 3.3108, -1.0010]], "atomic_forces_ev_per_a": [[-0.49, -0.82, 0.30], [0.02, 0.17, 0.06], [-0.12, 0.18, -0.08], [0.06, -0.08, -0.28], [0.01, -0.17, 0.13], [-0.02, 0.08, -0.01], [0.07, -0.13, -0.02], [-0.10, 0.08, 0.02], [-0.25, -0.27, 0.09], [0.22, 0.27, 0.14], [0.03, -0.20, -0.17], [0.47, -0.27, 0.25], [-0.35, 0.27, 0.16], [0.27, -0.12, -0.19], [-0.13, 0.10, 0.14], [0.03, -0.15, -0.11], [-0.18, 0.05, 0.23], [0.21, 0.00, -0.30], [0.06, 0.06, 0.06], [-0.07, -0.09, 0.07], [-0.26, 0.76, 0.39], [0.19, -0.11, -0.22], [-0.01, -0.06, 0.07], [0.03, 0.00, -0.13], [-0.01, 0.04, 0.07], [-0.03, -0.12, -0.12], [-0.02, 0.12, 0.03], [0.12, -0.05, 0.01], [-0.13, -0.03, -0.08], [-0.03, 0.12, -0.05], [-0.03, 0.02, -0.07], [0.00, -0.01, -0.03], [0.01, -0.02, -0.07], [-0.03, -0.02, -0.01], [0.01, 0.01, -0.02], [-0.08, -0.01, 0.00], [0.16, 0.11, 0.02], [-0.01, -0.06, 0.03], [0.02, 0.02, 0.02], [0.01, 0.04, -0.05], [0.07, -0.01, 0.02], [0.03, 0.01, -0.02], [-0.02, 0.04, -0.02], [0.02, 0.01, -0.02], [-0.06, 0.00, -0.05], [-0.01, 0.02, 0.01], [0.01, 0.00, 0.00], [-0.03, -0.01, 0.05], [0.02, 0.00, 0.02], [0.04, 0.02, 0.02], [0.01, 0.02, 0.03], [0.02, -0.13, 0.01], [0.00, 0.21, 0.14], [0.02, -0.07, -0.07], [0.14, -0.05, 0.02], [-0.14, -0.22, -0.05], [0.13, 0.03, -0.08], [0.06, -0.07, 0.25], [0.15, 0.59, -0.58], [-0.07, -0.10, 0.21], [0.05, -0.10, 0.03], [0.01, 0.12, -0.02], [0.04, -0.11, -0.05], [0.04, -0.03, 0.02], [-0.04, -0.03, -0.03], [-0.01, 0.02, -0.04], [0.00, -0.04, -0.05], [0.01, -0.02, -0.03], [0.03, -0.01, 0.00], [0.01, -0.01, 0.00], [0.03, -0.01, 0.00], [-0.09, -0.03, 0.06], [0.01, -0.02, 0.02], [-0.10, 0.00, -0.05], [-0.01, -0.03, -0.01], [0.00, 0.00, 0.01], [-0.07, 0.00, -0.03], [0.03, -0.12, -0.03], [0.08, 0.05, 0.05], [0.02, 0.02, 0.03], [0.04, -0.02, 0.03], [-0.04, 0.04, 0.04], [-0.02, 0.00, 0.02], [-0.02, 0.05, -0.01], [0.02, 0.00, 0.01], [0.03, 0.04, -0.01], [-0.02, 0.01, 0.02], [-0.02, 0.03, 0.00], [-0.01, 0.04, 0.03], [0.00, -0.01, -0.01], [-0.02, 0.05, -0.05], [0.00, 0.02, 0.03], [0.20, -0.05, 0.13], [0.10, 0.52, -0.34], [-0.13, -0.77, 0.58], [0.12, 0.35, -0.38], [-0.02, -0.04, 0.00], [0.16, 0.01, 0.03], [-0.34, -0.10, -0.21], [-0.05, -0.27, 0.02], [-0.14, 0.34, -0.08], [0.16, -0.04, 0.13], [0.06, 0.05, 0.09], [-0.17, -0.33, -0.04], [-0.10, 0.21, -0.12], [0.12, -0.21, 0.22], [-0.02, 0.34, -0.41], [-0.01, 0.08, 0.07], [0.01, 0.06, -0.01], [0.02, 0.02, 0.01], [-0.08, -0.01, 0.03], [0.00, 0.02, -0.02], [0.00, -0.05, 0.05], [0.03, 0.00, 0.07], [0.04, 0.00, 0.03]], "mulliken_spin": [3.647, 0.000, 0.004, -0.001, -0.001, 0.003, -0.001, 0.002, 0.000, 0.009, 0.130, -0.009, 0.171, 0.083, 0.159, -0.075, 0.369, -0.138, -0.003, 0.002, -0.129, 0.125, -0.042, -0.002, 0.007, -0.004, -0.033, 0.003, 0.004, 0.000, 0.000, 0.000, 0.000, 0.000, 0.000, 0.001, 0.001, 0.012, 0.031, 0.001, 0.026, 0.001, 0.001, -0.004, 0.018, 0.000, 0.000, 0.000, 0.000, 0.000, -0.001, 0.002, 0.016, 0.000, -0.003, 0.001, 0.001, 0.043, 0.033, 0.012, 0.003, -0.002, 0.000, 0.000, 0.000, 0.000, 0.000, 0.000, 0.000, 0.001, 0.000, -0.003, 0.000, 0.000, 0.000, 0.000, -0.005, 0.002, 0.000, 0.001, 0.001, 0.000, 0.000, -0.003, 0.000, 0.000, 0.000, 0.000, 0.000, 0.000, 0.000, 0.000, 0.025, 0.036, 0.015, -0.002, 0.007, 0.242, 0.086, 0.004, 0.002, 0.001, 0.001, 0.001, 0.006, 0.016, 0.053, 0.004, -0.002, 0.042, 0.000, 0.000, 0.000, -0.003, 0.000], "homo_ha": [-0.157, -0.280], "de_lowest_kj_mol": 67.0, "energy_ha": -12687.40492, "total_charge": 0, "spin_multiplicity": 6, "s_squared": 8.7869}

What did the first record say?
{"formula": "C10H11NO3", "method": "ωB97M-V/def2-TZVPD", "elements": ["C", "C", "O", "N", "C", "C", "C", "C", "C", "C", "H", "H", "H", "H", "H", "C", "C", "O", "O", "H", "H", "H", "H", "H", "H"], "positions_angstrom": [[-0.5198, -2.4927, -0.2052], [-1.3576, -1.2443, -0.3003], [-2.5710, -1.2708, -0.3948], [-0.7069, -0.0487, -0.3365], [0.6679, 0.1616, -0.1013], [1.2770, -0.3234, 1.0511], [2.6231, -0.0934, 1.2696], [3.3674, 0.6292, 0.3520], [2.7584, 1.1289, -0.7869], [1.4141, 0.8988, -1.0159], [0.9391, 1.2824, -1.9066], [3.3325, 1.6983, -1.5026], [4.4172, 0.8089, 0.5273], [3.0901, -0.4712, 2.1668], [0.6872, -0.8587, 1.7781], [-1.5675, 1.1033, -0.5417], [-2.7396, 1.0162, 0.4343], [-2.6272, 0.7705, 1.6038], [-3.8889, 1.3512, -0.1482], [-4.6251, 1.2442, 0.4741], [-1.9689, 1.1242, -1.5596], [-1.0028, 2.0141, -0.3369], [-0.4585, -2.8081, 0.8343], [0.4826, -2.3399, -0.5941], [-1.0228, -3.2806, -0.7608]], "atomic_forces_ev_per_a": [[-0.13, -0.06, -0.04], [0.21, -0.44, -0.14], [-0.08, -0.22, -0.15], [-0.23, 0.54, -0.06], [0.44, 0.00, 0.10], [-0.10, 0.09, -0.10], [0.07, -0.04, 0.00], [0.07, 0.01, 0.02], [0.03, 0.06, 0.00], [-0.08, -0.11, 0.07], [-0.06, 0.01, -0.10], [0.04, 0.04, -0.06], [0.09, 0.02, 0.02], [0.03, -0.03, 0.08], [-0.08, -0.04, 0.08], [-0.39, -0.17, -0.01], [0.20, 0.24, 0.38], [0.06, 0.00, 0.06], [-0.49, 0.19, -0.45], [0.30, 0.00, 0.11], [0.10, 0.05, 0.12], [-0.08, -0.08, -0.02], [0.06, -0.03, 0.07], [0.06, -0.08, 0.03], [-0.04, 0.04, 0.00]], "mulliken_charge": [-1.318, 0.831, -0.614, 0.261, -0.403, 0.213, -0.779, -0.386, -0.675, -0.120, 0.447, 0.371, 0.392, 0.368, 0.482, -0.550, 0.454, -0.586, -0.459, 0.365, 0.301, 0.396, 0.277, 0.363, 0.369], "homo_ha": -0.333, "de_lowest_kj_mol": 0.0, "energy_ha": -668.17153, "total_charge": 0}